The following is a quantum chemistry calculation of a structure of composition C43H40CoN5O2S2 at a distorted geometry, from the Open Molecules 2025 dataset.

Summary:
LUMO level (spin up / spin down) = -6.69 / -8.12 eV
HOMO level (spin up / spin down) = -0.44684 / -0.45935 Ha
<S²> = 6.039
Kohn-Sham gap (spin up / spin down) = 5.465 / 4.379 eV
2S+1 = 5
Net charge = +2

Element x y z (Å)
C1 3.7130 1.8735 -0.7748
H1 -4.4462 -3.6677 -0.1031
H2 3.4902 -6.9528 4.1029
C2 2.9290 -4.9747 0.8355
C3 -0.9376 -3.5764 0.5094
O1 -0.4341 2.5545 0.3972
C4 4.7872 0.2717 1.1866
H3 -2.6583 6.8495 1.4594
H4 3.5956 -0.9874 3.4376
C5 -2.9781 -1.9357 -2.6089
N1 1.3709 -3.5295 -0.3296
C6 0.2343 -0.7397 3.4985
C7 1.3461 4.4696 -3.0365
C8 -0.9885 4.8329 2.0023
C9 0.8606 3.6349 -2.0443
C10 3.0603 -5.0414 3.2394
C11 -3.6479 -2.4944 -3.6834
C12 2.3767 0.0700 2.0232
O2 -2.2786 1.3336 0.6018
H5 -1.0593 5.6955 2.6578
H6 -2.4592 -0.6639 -0.2320
C13 -4.1866 4.9210 -0.8531
C14 1.1598 -2.2661 -0.7314
H7 -0.6939 -3.4446 1.5733
C15 -4.2070 -3.3439 -1.1068
C16 3.4195 -7.0412 1.9647
H8 -0.1880 3.6428 -1.7787
C17 0.1879 -4.3533 -0.1809
H9 -0.8956 0.3490 2.0253
H10 3.6287 -8.0986 1.9241
C18 -4.8764 -3.9039 -2.1824
H11 -2.2394 -1.1632 -2.7761
C19 -2.5065 -1.7519 -0.1434
S1 2.3245 -1.2433 -1.4640
H12 -0.1436 -4.7022 -1.1682
C20 -2.8711 5.9856 0.8478
H13 -1.8554 -4.1617 0.4365
H14 1.6493 -1.6887 4.8151
H15 5.7128 2.0564 -1.5316
C21 3.3385 -6.3981 3.1895
C22 2.5915 -0.7157 3.1518
C23 -3.7721 2.5604 -1.5642
H16 2.6813 -4.8423 -1.2958
H17 -5.1060 -3.9317 -4.3128
C24 -2.1079 4.8415 1.0084
H18 0.4538 -5.2251 0.4174
C25 2.6586 -4.1850 -0.4215
H19 3.2797 -6.8380 -0.1611
H20 -3.0138 -2.0055 0.7883
H21 3.0004 -4.5399 4.1933
C26 0.0888 0.0504 2.3681
S2 -0.1071 -0.0662 -1.3527
C27 5.0794 1.6194 -0.7793
H22 5.1978 -0.3372 1.9738
C28 2.7004 4.4385 -3.3395
H23 -4.9134 7.4577 -1.3344
H24 -3.4347 -2.1566 -4.6855
C29 5.6133 0.7981 0.2032
H25 -4.9888 4.9701 -1.5748
N2 -1.1598 -2.2738 -0.0859
H26 -0.0265 4.8766 1.4884
C30 3.5210 3.5759 -2.6352
H27 -5.6216 7.2325 0.2527
H28 -1.0081 3.9268 2.6048
Co1 1.1303 1.6467 0.1090
H29 -5.6223 -4.6646 -2.0130
H30 -4.2466 1.7946 -0.9508
H31 2.6228 -3.2761 2.0994
H32 3.1106 5.0831 -4.0997
H33 6.6669 0.5693 0.2029
C31 -3.9055 6.0533 -0.0884
N3 1.6405 2.8067 -1.3573
C32 1.5063 -1.1062 3.9185
H34 -4.1407 8.1726 0.0988
H35 -0.6380 -1.0374 4.0584
C33 -1.7067 2.3990 0.4555
C34 -4.5924 -3.4866 -3.4722
C35 -2.4391 3.7078 0.2517
H36 -2.8678 2.1246 -1.9898
C36 3.4245 0.5409 1.1282
H37 3.4192 -3.4084 -0.5582
H38 -4.4493 2.8236 -2.3709
H39 0.6782 5.1345 -3.5562
H40 4.5807 3.5496 -2.8325
N4 1.1311 0.4771 1.6539
C37 3.2159 -6.3323 0.7914
C38 -3.4614 3.7520 -0.7171
C39 2.9667 2.7681 -1.6473
N5 2.9122 1.3003 0.1432
C40 -0.0999 -1.6596 -0.6299
C41 2.8533 -4.3337 2.0685
C42 -4.6748 7.3072 -0.2841
C43 -3.2559 -2.3546 -1.3141

Atom charges from the Mulliken analysis, given in e for atoms 1 to 2: -0.080, 0.429

---

The following is a quantum chemistry calculation of a structure of composition C43H40INP2SiTl, from the Open Molecules 2025 dataset.

Summary:
LUMO level = -2.70 eV
HOMO level = -0.36981 Ha
Kohn-Sham gap = 7.360 eV
Net charge = +1

Element x y z (Å)
H1 7.6373 -0.1822 -2.5657
C1 -0.0392 -0.2924 -1.9273
H2 7.4335 -2.3525 -1.4015
H3 -6.5550 3.5563 2.4951
H4 -6.1491 -3.6016 1.0570
H5 -0.2245 -0.5515 -0.8864
H6 3.6729 -3.8247 3.1049
H7 -4.4898 3.2369 3.8114
C2 -5.0906 1.1458 0.6246
H8 1.7167 -4.2677 1.6565
H9 5.6569 1.2457 -2.8720
H10 0.7148 4.6898 4.0093
C3 4.3164 -0.1193 -1.8794
C4 -4.6590 2.6512 2.9172
C5 0.1460 0.6554 -4.6633
H11 2.0512 3.7578 -3.0628
H12 1.4704 -1.6844 -4.3007
C6 4.2096 -1.3481 -1.2220
C7 1.3539 0.4115 -3.8207
I1 2.8254 2.3925 -0.0793
C8 -5.8175 2.8307 2.1790
C9 -4.5516 -4.1711 -0.2560
H13 -0.3742 1.4458 -6.5609
H14 1.9815 2.1153 -7.1120
H15 0.7051 3.2341 -4.0875
H16 -2.6678 -2.1378 2.8055
C10 1.1530 0.1173 -2.3553
C11 6.5611 -1.7262 -1.5334
H17 0.0874 4.0174 6.3050
H18 -2.8084 1.5862 3.0981
C12 -1.1734 -0.3568 -2.8777
H19 3.0531 -1.0064 -3.9072
H20 -2.7036 -0.7180 3.8664
H21 0.7774 2.7465 -2.3984
C13 0.0640 3.2929 5.5019
N1 -1.6048 -0.4893 2.0570
C14 -0.3022 1.9770 5.7633
C15 -2.7945 -2.5590 -0.5301
H22 5.2443 -3.0984 -0.5414
C16 -3.7123 1.7169 2.5137
C17 5.5595 0.2953 -2.3591
C18 2.1898 -0.7854 3.2609
H23 -1.2303 -1.7060 3.7248
H24 2.3242 0.1876 3.7168
C19 1.8525 -3.2910 2.1023
H25 3.9732 -1.5960 4.1256
C20 -3.3425 -3.7983 -0.8261
C21 -6.0320 2.0780 1.0304
C22 -0.0066 1.4174 3.4341
H26 -2.8321 -4.4671 -1.5064
C23 1.3799 2.9292 -3.2888
H27 -1.9890 0.1258 -4.7624
C24 -2.0823 -1.2991 3.1817
H28 -5.1734 -1.4064 1.5946
C25 1.0849 -1.0306 2.4494
H29 -0.5584 1.6772 6.7709
C26 6.6773 -0.5074 -2.1873
C27 5.3298 -2.1467 -1.0494
P1 -0.0848 0.2859 2.0042
H30 0.6633 3.0367 2.1878
C28 3.1188 -1.7908 3.4911
H31 -1.8540 -2.2673 -0.9835
Tl1 -0.8023 2.2163 -0.2268
H32 -5.2633 0.5624 -0.2726
C29 -3.9270 0.9478 1.3725
H33 -0.5839 0.0174 4.9700
Si1 2.8153 0.9267 -2.0805
C30 2.6755 2.0029 -5.1307
C31 1.7547 1.8210 -6.0950
C32 0.9286 -2.2870 1.8619
H34 3.2473 -1.6827 -0.8492
C33 0.4011 1.2964 -5.8181
H35 -2.1154 -0.7477 -2.5097
C34 -1.1040 0.1189 -4.1370
C35 -5.2076 -3.3088 0.6115
H36 -6.9349 2.2177 0.4508
P2 -2.6044 -0.1174 0.7191
C36 2.1082 -0.8064 -4.4139
C37 0.4117 3.6719 4.2155
H37 2.3029 -0.6521 -5.4723
C38 2.9505 -3.0417 2.9164
C39 -0.3282 1.0427 4.7408
C40 0.3718 2.7364 3.1890
H38 -4.9851 -5.1343 -0.4904
C41 -4.6579 -2.0715 0.9139
C42 2.2146 1.6913 -3.7314
C43 -3.4454 -1.6863 0.3450
H39 0.0682 -2.4822 1.2302
H40 3.6268 2.4720 -5.3453

Atom charges from the Mulliken analysis, given in e for atoms 1 to 2: 0.400, -0.512